[1]
Formula: C6H16BO6Zr
Source: the Open Molecules 2025 dataset
Level of theory: ωB97M-V with the def2-TZVPD basis set

electronic energy	-761.30830	Eh
highest occupied orbital energy	0.1230	Ha
LUMO	7.838	eV
charge	-3

```
30
Properties=species:S:1:pos:R:3:forces:R:3
Zr -0.0977 0.3005 0.4633 3.1 -2.8 -0.8
B -2.1707 1.2055 0.0385 -1.9 0.8 0.1
H -2.9239 1.4528 -0.6935 -2.7 0.7 -2.8
H -2.3911 1.6497 0.9968 -1.0 1.9 3.6
H -2.0877 0.1462 0.2259 -0.2 -3.9 0.3
H -1.2212 1.6148 -0.2700 2.9 2.3 -1.8
O 0.4355 -1.1716 -4.6027 -1.1 1.0 0.1
C 0.2407 -1.9877 -3.5033 0.9 0.3 -1.1
C -0.8595 -1.8040 -2.3642 1.0 1.5 0.6
O -0.5287 -0.9482 -1.2744 1.1 0.8 1.4
H 1.2438 -2.0728 -3.0855 0.3 -0.1 1.5
H 0.1618 -2.9512 -4.0068 -1.0 -1.6 0.5
H -1.1161 -2.7423 -1.8724 0.0 -0.8 -0.4
H -1.7654 -1.3687 -2.7862 -0.3 -0.1 -0.6
O 1.0315 1.6639 -0.9173 -0.1 -0.3 2.1
C 2.4074 1.6883 -0.7113 -0.3 -2.4 -0.3
C 2.9013 0.2029 -0.1708 -0.7 1.4 -0.3
O 2.0590 -0.3437 0.7758 -2.0 1.1 0.0
H 2.8410 2.4541 -0.0682 -0.5 0.4 1.2
H 2.8806 1.9961 -1.6437 0.5 -0.6 -0.8
H 3.8796 0.3670 0.2810 0.8 0.0 0.0
H 2.9627 -0.5347 -0.9709 0.3 0.3 -0.8
O -0.1009 1.5494 2.3485 -1.1 -1.8 -1.0
C -0.7302 0.8732 3.4274 2.4 -0.6 -0.5
C -1.3066 -0.5983 3.1639 -1.0 1.6 -1.0
O -0.9424 -1.1909 1.9819 1.4 1.2 -0.8
H -1.3841 1.5558 3.9700 -0.9 -0.1 0.0
H 0.0923 0.6703 4.1133 0.4 0.0 0.8
H -2.3813 -0.4177 3.1419 -1.0 -0.2 0.1
H -1.1300 -1.2587 4.0129 0.4 -0.1 0.6
```
Forces are in eV/Å.

---

[2]
Formula: C6H16BrN2O2
Source: the Open Molecules 2025 dataset
Level of theory: ωB97M-V with the def2-TZVPD basis set

electronic energy	-3071.98617	Eh
highest occupied orbital energy	-0.4421	Ha
LUMO	-3.051	eV
relative energy (zero: lowest compared OMol25 entry of this formula, charge and spin)	19.1	kJ/mol
charge	+1

```
27
Properties=species:S:1:pos:R:3:forces:R:3
Br -0.8148 1.5542 1.3634 0.3 -0.4 -0.5
C 2.7926 2.6703 -0.3590 -0.6 1.0 0.1
C 3.1899 1.4897 0.4520 0.3 0.7 -0.1
O 4.1440 1.4031 1.1405 0.2 -0.4 0.2
N 2.2310 0.3249 0.4376 0.2 0.1 0.0
H 2.4515 -0.2309 1.2679 -0.1 0.1 0.0
H 1.2697 0.7114 0.5482 -0.6 0.0 0.2
C 2.3531 -0.5179 -0.7819 0.1 -0.5 0.0
H 3.2217 3.5571 0.1079 0.3 -0.2 0.1
H 1.7145 2.8593 -0.3250 0.0 -0.4 -0.2
H 3.1418 2.6851 -1.3908 0.0 -0.4 0.0
H 3.3072 -1.0393 -0.7609 0.1 0.1 0.0
H 2.2874 0.0760 -1.6870 -0.2 0.2 0.1
H 1.5676 -1.2678 -0.7430 -0.1 0.1 -0.2
C -1.4914 -1.9812 1.2905 0.1 -1.1 -0.5
C -2.7941 -1.8212 0.5957 0.0 0.4 0.8
O -3.6429 -2.6299 0.4508 -0.1 -0.1 -0.2
N -3.1210 -0.4399 0.0429 -1.6 0.3 -0.1
H -4.1337 -0.3689 0.1969 0.1 -0.2 0.0
H -2.7351 0.3868 0.5445 1.0 -0.2 0.1
C -2.9076 -0.3374 -1.4324 1.0 0.6 0.0
H -0.6975 -1.5324 0.7006 0.1 0.3 0.3
H -1.3570 -3.0653 1.3287 0.2 0.1 0.0
H -1.4945 -1.6444 2.3240 -0.1 0.5 -0.1
H -1.8717 -0.0296 -1.5744 0.0 -0.2 0.0
H -3.5055 0.4775 -1.8279 -0.3 -0.2 0.0
H -3.1053 -1.2893 -1.9096 -0.2 0.0 0.0
```
Forces are in eV/Å.

---

[3]
Formula: C6H16ClNSi
Source: the Open Molecules 2025 dataset
Level of theory: ωB97M-V with the def2-TZVPD basis set

electronic energy	-1042.63509	Eh
highest occupied orbital energy	-0.2862	Ha
LUMO	0.586	eV
relative energy (zero: lowest compared OMol25 entry of this formula, charge and spin)	291.4	kJ/mol
charge	0
SMILES	C/C=[Si](\Cl)CC.CCN

```
25
Properties=species:S:1:pos:R:3:forces:R:3
C -3.2154 0.3978 -1.3821 0.2 -0.3 0.0
C 1.6138 2.5772 0.0164 0.0 0.0 0.1
C 1.1666 -2.1873 1.8552 0.0 0.2 0.0
C -2.3541 -0.8588 -1.2227 -0.2 0.2 -0.1
C 2.7295 1.5925 -0.3280 0.0 -0.3 0.0
C 1.6675 -0.7958 1.5728 0.6 0.1 -1.7
N -2.1489 -1.2841 0.1485 0.2 -0.1 0.3
Si 2.1840 -0.1952 0.0048 -0.2 0.6 2.0
Cl 1.9315 -1.1757 -1.7464 -0.1 -0.4 -0.3
H -4.2194 0.2141 -0.9976 0.0 0.1 0.0
H -2.7829 1.2324 -0.8296 0.0 0.1 0.0
H -3.2949 0.6751 -2.4326 -0.1 0.1 -0.1
H 1.9157 3.5996 -0.2041 0.0 0.1 0.0
H 0.7149 2.3547 -0.5523 -0.2 0.1 0.0
H 1.3680 2.5108 1.0736 -0.1 0.1 0.1
H 1.8714 -2.7403 2.4779 0.0 -0.1 0.0
H 0.2189 -2.1453 2.3924 -0.1 -0.1 0.0
H 1.0049 -2.7442 0.9383 -0.1 -0.2 -0.1
H -2.8317 -1.6916 -1.7516 0.2 0.1 -0.1
H -1.3698 -0.6921 -1.6672 -0.1 -0.1 -0.1
H 3.6102 1.8351 0.2683 0.1 -0.2 0.0
H 3.0125 1.7179 -1.3763 0.0 -0.2 0.1
H 1.8572 -0.2037 2.4589 0.1 0.4 -0.1
H -1.6124 -0.5923 0.6640 -0.1 -0.1 0.0
H -3.0372 -1.4009 0.6196 0.0 0.0 0.1
```
Forces are in eV/Å.

---

[4]
Formula: C6H16F2Si2
Source: the Open Molecules 2025 dataset
Level of theory: ωB97M-V with the def2-TZVPD basis set

electronic energy	-1016.95344	Eh
highest occupied orbital energy	-0.2772	Ha
LUMO	-0.200	eV
relative energy (zero: lowest compared OMol25 entry of this formula, charge and spin)	39.0	kJ/mol
charge	0

```
26
Properties=species:S:1:pos:R:3:forces:R:3
C 1.5205 0.9177 -1.1003 2.6 1.1 0.0
C 0.6947 -1.4281 -1.7069 -1.8 -0.9 -0.6
C -0.3416 0.5974 -2.5492 -1.6 -0.6 -1.0
C -0.2744 1.6718 3.4060 -1.2 -2.9 -0.4
C -2.3607 -0.9610 -0.1209 -1.3 -1.2 -1.3
C 0.3458 0.0420 -1.3915 0.5 -1.8 1.6
F 0.2334 -1.0906 2.8704 0.3 -0.3 0.4
F -2.1647 -0.4753 3.0949 -1.4 -0.2 -0.4
Si -0.7601 -0.1546 3.7082 0.8 1.2 -0.6
Si -0.8753 0.0880 0.1958 1.0 1.0 -0.5
H 2.5149 0.5359 -1.3825 -0.3 -0.6 -0.3
H 1.5382 1.8869 -1.6242 -0.6 -0.2 0.0
H 1.7531 1.2133 -0.0865 -0.6 -0.2 0.8
H -0.2707 -2.0313 -1.8467 1.0 0.8 0.6
H 1.2881 -1.9700 -0.9775 0.3 0.1 0.1
H 1.0952 -1.5604 -2.7205 0.6 0.3 0.2
H -1.2418 0.0207 -2.6335 -0.8 -0.5 -0.7
H -0.7238 1.5424 -2.2134 0.2 1.3 -1.0
H 0.1860 0.4685 -3.5296 -0.2 0.9 0.8
H 0.5846 1.6123 2.7772 0.5 0.4 -0.6
H -1.1225 2.1909 2.9874 0.0 0.3 -0.2
H -0.0261 1.9869 4.3557 0.6 1.4 2.0
H -2.2961 -1.9155 -0.6818 0.5 0.4 0.0
H -2.6690 -1.2677 0.8652 -0.3 0.0 0.6
H -3.2815 -0.5115 -0.5785 0.9 0.2 0.4
H -0.8993 -0.6502 5.0824 0.4 0.1 0.1
```
Forces are in eV/Å.

---

[5]
Formula: C6H16FKO6S2Zn
Source: the Open Molecules 2025 dataset
Level of theory: ωB97M-V with the def2-TZVPD basis set

electronic energy	-3964.59430	Eh
highest occupied orbital energy	-0.6152	Ha
LUMO	-9.003	eV
charge	+2

```
33
Properties=species:S:1:pos:R:3:forces:R:3
Zn -1.2579 2.2519 -0.9797 0.7 -2.9 0.8
K 0.2009 0.3784 -4.7378 -0.1 -0.1 0.2
F -0.5768 0.8175 -2.0749 -0.4 1.5 -0.4
O -2.1354 0.7869 0.2252 -0.3 0.8 -0.7
S -2.7529 -0.3369 0.9245 -0.2 -2.6 2.1
O -4.1448 -0.3863 1.2225 0.2 1.0 -0.8
O -2.3863 -1.7211 0.1659 0.8 2.0 0.9
C -2.6577 -1.7981 -1.2480 -0.9 -0.9 -0.8
C -1.5508 -2.5725 -1.9412 -0.3 0.0 0.1
C -1.8920 -0.5211 2.5378 0.0 0.7 -1.4
H -2.8877 -0.8355 -1.7076 0.3 0.1 0.3
H -3.5664 -2.4044 -1.3046 0.0 0.3 -0.1
H -1.6784 -2.5767 -3.0254 -0.1 0.3 0.0
H -1.6666 -3.6180 -1.6588 0.5 0.0 0.2
H -0.5701 -2.1667 -1.6934 0.0 -0.2 0.0
H -2.6340 -0.8227 3.2677 0.0 -0.5 -0.2
H -1.5659 0.4864 2.8003 0.0 0.0 -0.1
H -1.0241 -1.1571 2.3934 -0.1 -0.2 0.2
O 0.2326 2.2229 0.3081 -0.1 0.6 -0.1
S 1.3133 2.1555 1.3032 1.3 -1.1 1.7
O 1.0569 2.4988 2.6686 -0.1 0.0 -1.6
O 1.8134 0.6242 1.3585 -0.5 1.9 0.0
C 1.8993 -0.1099 0.1383 -0.2 -1.7 -1.8
C 3.2677 -0.7579 -0.0576 0.3 0.5 1.1
C 2.6860 3.0617 0.6132 -0.6 -0.7 -0.7
H 1.6596 0.4732 -0.7541 -0.1 0.4 0.4
H 1.1318 -0.8888 0.1830 -0.1 0.2 0.1
H 3.9665 -0.0531 0.4055 0.3 -0.3 -0.2
H 3.5911 -0.9416 -1.0794 -0.4 0.3 -0.2
H 3.3410 -1.7140 0.4575 0.0 0.1 0.2
H 2.2974 4.0576 0.4118 0.4 0.2 0.4
H 2.9194 2.6120 -0.3555 -0.1 -0.1 0.0
H 3.5708 2.9555 1.2329 -0.2 0.4 0.4
```
Forces are in eV/Å.

---

[6]
Formula: C6H16FN3O2STm
Source: the Open Molecules 2025 dataset
Level of theory: ωB97M-V with the def2-TZVPD basis set

electronic energy	-2134.94340	Eh
highest occupied orbital energy (spin up / spin down)	-0.7226 / -0.7226	Ha
LUMO (spin up / spin down)	-12.144 / -13.691	eV
multiplicity	3
charge	+3

```
30
Properties=species:S:1:pos:R:3:forces:R:3
C 2.0887 -2.6174 0.9584 -0.2 0.3 0.2
C 2.2007 -1.3576 0.1304 0.1 0.1 0.4
N 1.1781 -0.4181 0.6226 -1.4 -0.5 -1.9
N 1.2583 0.9247 0.1195 0.4 0.2 1.7
C 0.4447 1.4684 -1.0252 0.1 0.0 -0.8
C -0.4674 0.5781 -1.8691 -0.1 -0.2 0.4
C -1.9775 0.5700 -1.6201 0.2 -0.5 -0.1
C -2.5282 -0.0899 -0.3448 0.3 1.3 0.4
N -3.9615 -0.0495 -0.3294 0.5 -2.7 0.9
S 1.2725 1.9365 1.4224 -1.2 -0.5 -0.2
O 1.9345 1.2389 2.5233 0.1 -0.7 0.4
O -0.0141 2.4346 1.7245 -0.2 0.2 0.0
F 2.1495 3.0553 0.9854 0.8 0.5 -0.2
H 1.1065 -3.0747 0.8837 -0.1 -0.1 -0.1
H 2.8339 -3.3490 0.6713 0.2 -0.1 0.1
H 2.2911 -2.4101 2.0371 0.2 -0.1 0.1
H 1.9642 -1.6038 -0.8968 0.1 0.1 -0.3
H 3.1943 -0.9212 0.2094 0.1 0.0 -0.2
H 1.2066 -0.3544 1.6140 0.4 0.3 -0.5
H 1.2110 1.8349 -1.6975 0.1 0.1 -0.1
H -0.1232 2.3455 -0.7237 0.0 0.0 0.4
H -0.0710 -0.4243 -2.0066 0.1 -0.2 0.1
H -0.4265 1.0401 -2.8520 0.2 0.0 -0.2
H -2.3903 0.0009 -2.4494 -0.3 0.3 -0.3
H -2.3429 1.5915 -1.6373 -0.2 0.1 -0.1
H -2.1978 -1.1380 -0.2781 -0.3 -0.2 -0.3
H -2.1654 0.4230 0.5422 0.0 0.1 0.1
H -4.4124 -0.0899 0.5901 -0.2 1.0 0.0
H -4.4361 -0.7320 -0.9350 -0.2 0.8 -0.7
Tm 1.1796 -0.8124 3.6312 0.6 0.5 0.8
```
Forces are in eV/Å.

---

[7]
Formula: C6H16N
Source: the Open Molecules 2025 dataset
Level of theory: ωB97M-V with the def2-TZVPD basis set

electronic energy	-292.61639	Eh
highest occupied orbital energy	-0.5250	Ha
LUMO	-6.901	eV
relative energy (zero: lowest compared OMol25 entry of this formula, charge and spin)	283.1	kJ/mol
charge	+1

```
23
Properties=species:S:1:pos:R:3:forces:R:3
C 0.5252 -0.3825 2.4409 0.9 0.1 -0.6
C -0.4206 0.3094 1.4293 -0.3 -2.3 1.0
C -0.1336 0.2445 -0.0328 0.6 5.7 1.5
C 1.2813 0.6640 -0.3783 -0.3 -1.9 -1.1
C -1.2098 0.8658 -0.8864 -0.2 -1.7 -2.0
C -0.8933 1.0073 -2.4059 0.7 -0.7 0.8
N 0.3889 -2.4945 0.1168 -0.4 0.0 0.4
H 0.6558 -1.4386 2.2218 -0.3 0.0 0.1
H 1.5249 0.0563 2.3656 -0.1 0.0 0.0
H 0.2197 -0.2414 3.4743 -0.3 0.0 -0.1
H -0.3385 1.3712 1.6973 -0.2 0.2 -0.6
H 0.6588 -1.5535 -0.1292 0.4 -0.3 -0.3
H 2.0448 -0.0061 0.0135 0.0 0.2 0.3
H 1.4021 0.7202 -1.4522 0.2 0.0 -0.1
H 1.4295 1.6705 0.0171 -0.2 0.0 0.3
H -2.1185 0.2509 -0.8987 0.0 0.0 0.6
H -1.5011 1.8016 -0.3997 0.2 0.0 0.3
H -1.7463 1.2888 -3.0112 -0.2 0.0 0.2
H -0.0577 1.6558 -2.6538 -0.1 0.3 0.2
H -0.5792 -0.0036 -2.6850 -0.1 0.1 -0.5
H -1.4454 -0.0108 1.6372 -0.1 0.3 -0.1
H -0.5981 -2.6097 -0.0596 -0.2 -0.2 -0.1
H 0.9112 -3.1657 -0.4210 0.1 0.0 -0.4
```
Forces are in eV/Å.

---

[8]
Formula: C6H16N
Source: the Open Molecules 2025 dataset
Level of theory: ωB97M-V with the def2-TZVPD basis set

electronic energy	-292.55473	Eh
highest occupied orbital energy	-0.4871	Ha
LUMO	-5.602	eV
relative energy (zero: lowest compared OMol25 entry of this formula, charge and spin)	445.0	kJ/mol
charge	+1

```
23
Properties=species:S:1:pos:R:3:forces:R:3
C 2.1599 0.9975 -0.1251 1.7 -0.2 -1.6
C 1.3151 -0.2335 -0.4837 1.3 0.2 -4.0
C -0.1017 -0.1527 -0.6047 1.1 2.0 0.3
C 0.8499 -0.8797 0.7742 -1.5 -3.3 3.7
C -0.1521 -2.3241 0.8920 1.4 1.6 0.8
C -1.6164 -1.9005 1.2686 2.6 0.9 2.2
N -1.4459 3.6456 -1.9008 -1.6 -0.9 0.1
H 2.8400 0.6854 0.7339 -0.9 1.0 -1.0
H 2.8532 1.1937 -1.0507 -1.3 -0.2 1.8
H 1.5399 1.9120 0.0123 0.6 -0.7 0.3
H 1.8049 -0.9951 -1.2498 -1.0 1.5 1.9
H -0.6457 0.7227 -0.2007 0.6 -0.6 0.2
H -0.7181 -0.7484 -1.2226 -0.2 -1.3 -0.2
H 0.5444 -0.1270 1.5352 0.0 -0.5 -0.4
H 1.8265 -1.2779 1.2633 -1.4 0.5 -1.3
H -0.1540 -2.8804 -0.0666 0.3 0.4 0.6
H 0.5118 -2.8551 1.6543 -1.7 0.3 -0.9
H -2.1149 -1.7504 0.3622 -1.0 0.9 -1.2
H -1.5949 -0.9773 2.0075 -0.3 -1.9 -1.7
H -2.1336 -2.7131 1.7271 -0.2 -0.5 0.6
H -1.9255 4.3897 -1.3644 0.5 -0.4 -0.3
H -2.1280 3.4653 -2.6945 1.2 0.1 1.2
H -1.5149 2.8031 -1.2670 -0.1 1.2 -1.0
```
Forces are in eV/Å.

---

[9]
Formula: C6H16N2
Source: the Open Molecules 2025 dataset
Level of theory: ωB97M-V with the def2-TZVPD basis set

electronic energy	-347.66092	Eh
highest occupied orbital energy	-0.3152	Ha
LUMO	1.026	eV
relative energy (zero: lowest compared OMol25 entry of this formula, charge and spin)	167.8	kJ/mol
charge	0
SMILES	C/C=C/C.NCCN

```
24
Properties=species:S:1:pos:R:3:forces:R:3
C -1.1034 0.9540 -2.6711 1.1 0.3 -0.2
C 0.0040 0.9712 -1.6149 1.3 1.8 -0.7
C 1.0100 1.8843 -1.7605 -0.9 -1.4 0.7
C 2.2172 2.2030 -0.8785 -1.2 0.6 -0.5
H -0.7694 1.5750 -3.5736 -0.8 -0.8 1.3
H -1.2371 -0.0685 -2.9838 -0.1 -0.5 -0.4
H -2.0814 1.2455 -2.2719 0.2 0.4 -0.1
H 0.0086 0.2284 -0.8144 -0.1 0.3 -0.2
H 0.9579 2.4850 -2.6520 -0.1 0.4 -0.2
H 2.5284 1.3419 -0.3101 0.0 -0.2 0.5
H 3.0348 2.4743 -1.5570 0.0 0.2 0.4
H 1.9406 3.0790 -0.2104 0.6 -1.0 -0.7
N 0.7516 -1.6912 0.3768 0.4 0.4 0.8
C 0.1894 -1.1567 1.6630 -0.9 1.2 -1.7
C -1.1577 -1.8440 1.9401 -0.6 0.7 -0.5
N -2.0038 -0.9390 2.7636 0.7 -0.5 0.2
H 0.3989 -2.6251 0.2372 0.0 -0.2 -0.1
H 1.7772 -1.7766 0.4009 -0.7 0.2 0.1
H -0.0246 -0.0145 1.5809 0.4 -1.9 0.0
H 0.8860 -1.2930 2.4528 0.5 -0.1 1.0
H -1.6968 -1.9511 0.9651 0.5 0.0 0.6
H -1.0067 -2.8595 2.3552 -0.1 0.4 -0.1
H -2.9517 -1.2632 2.8415 -0.4 -0.3 -0.3
H -1.6722 -0.9590 3.7210 0.2 0.2 0.1
```
Forces are in eV/Å.